[1]
C30H41N6O3PV | ωB97M-V/def2-TZVPD

- frontier orbital gap (alpha / beta) (eV) = 7.851 / 8.142
- spin multiplicity = 3
- E (Eh) = -3007.216811
- HOMO (alpha / beta) (eV) = -10.4 / -10.4
- charge = +1

The geometry in XYZ format:
```
82
Properties=species:S:1:pos:R:3:forces:R:3:lowdin_charge:R:1
V 0.622 -0.467 0.641 0.69 1.50 -0.81 0.78
C -0.169 -2.367 -2.422 -0.06 0.04 -0.01 -0.10
C 0.205 -1.018 -3.037 -0.10 -0.06 0.11 -0.50
C -0.795 -0.676 -4.140 0.04 0.00 -0.04 -0.09
P 0.423 0.281 -1.701 -0.32 0.15 -0.83 1.09
C 1.663 1.421 -2.512 -0.03 0.20 0.16 -0.51
C 2.579 2.154 -1.525 0.05 0.00 -0.06 -0.11
C 1.129 2.426 -3.533 0.05 0.01 -0.01 -0.10
C -1.235 1.013 -1.509 0.08 -0.07 0.06 -0.29
C -1.924 1.782 -2.450 0.06 -0.01 -0.02 -0.06
C -3.261 2.114 -2.296 -0.08 0.08 -0.06 -0.26
C -3.991 2.935 -3.332 0.03 -0.09 0.05 -0.04
C -3.918 1.622 -1.170 -0.09 0.00 0.02 -0.01
C -3.264 0.865 -0.216 -0.09 0.10 0.10 0.00
C -1.906 0.573 -0.351 0.22 -0.12 0.22 -0.28
N -1.187 -0.129 0.650 -1.37 0.04 0.08 -0.10
C -1.943 -0.622 1.791 -0.04 0.16 -0.22 -0.23
C -2.521 -1.894 1.745 0.05 -0.17 -0.17 -0.20
C -2.523 -2.712 0.478 -0.01 0.04 0.04 -0.02
C -3.137 -2.397 2.885 -0.02 -0.07 0.02 0.00
C -3.225 -1.664 4.062 -0.04 -0.03 0.04 -0.26
C -3.905 -2.227 5.286 0.02 0.04 -0.09 -0.04
C -2.714 -0.375 4.054 -0.01 0.05 0.03 0.00
C -2.090 0.166 2.934 -0.01 0.10 0.07 -0.20
C -1.637 1.602 2.985 0.04 -0.06 0.05 -0.02
H -0.266 -3.116 -3.210 0.00 0.03 0.01 0.09
H -1.135 -2.299 -1.914 0.07 -0.01 -0.03 0.07
H 0.570 -2.724 -1.708 0.01 0.00 0.02 0.06
H 1.197 -1.102 -3.488 0.08 -0.02 0.00 0.10
H -1.801 -0.558 -3.736 0.02 -0.01 0.00 0.08
H -0.818 -1.503 -4.853 0.00 0.03 0.00 0.09
H -0.540 0.225 -4.697 -0.01 0.02 0.03 0.06
H 2.287 0.701 -3.047 0.02 -0.06 -0.05 0.09
H 2.073 3.016 -1.086 0.05 -0.05 -0.05 0.06
H 3.450 2.535 -2.063 -0.05 -0.01 0.00 0.09
H 2.933 1.513 -0.718 -0.01 0.02 -0.02 0.05
H 0.552 3.212 -3.042 0.00 -0.04 -0.02 0.08
H 0.514 1.972 -4.305 -0.01 -0.02 -0.02 0.06
H 1.976 2.903 -4.032 -0.01 0.02 0.02 0.09
H -1.420 2.119 -3.344 0.03 -0.02 0.00 0.09
H -3.294 3.448 -3.995 -0.01 -0.02 0.03 0.08
H -4.629 3.686 -2.863 0.03 -0.02 0.00 0.08
H -4.634 2.304 -3.950 0.03 0.02 0.04 0.09
H -4.973 1.841 -1.034 0.07 -0.01 0.00 0.12
H -3.799 0.507 0.655 0.02 0.02 -0.04 0.13
H -3.046 -2.182 -0.324 0.01 0.00 0.01 0.08
H -3.036 -3.658 0.642 -0.03 0.01 -0.01 0.08
H -1.516 -2.932 0.127 -0.07 0.01 0.06 0.05
H -3.565 -3.394 2.847 0.02 0.05 0.00 0.12
H -3.883 -3.317 5.284 0.01 0.03 -0.01 0.08
H -4.953 -1.917 5.323 0.04 -0.01 -0.01 0.09
H -3.427 -1.875 6.200 0.00 -0.01 -0.03 0.08
H -2.812 0.241 4.945 0.01 -0.04 -0.07 0.12
H -2.260 2.160 3.685 0.03 -0.02 0.00 0.09
H -1.724 2.078 2.010 0.02 0.02 -0.03 0.06
H -0.602 1.688 3.330 0.00 0.00 -0.05 0.07
O 0.617 -2.388 0.597 0.61 -1.22 0.89 -0.14
N 1.107 -2.402 1.813 -0.31 -0.41 0.37 -0.48
O 1.773 -3.293 2.223 -0.27 -0.01 0.07 0.17
O 0.852 -1.321 2.475 0.52 -0.95 -0.31 -0.05
N 1.187 3.537 1.749 0.08 0.18 0.17 0.10
C 2.043 2.951 2.658 -0.03 0.06 -0.08 -0.05
C 2.037 1.631 2.358 -0.23 0.03 -0.25 -0.10
N 1.187 1.407 1.279 0.52 0.72 0.62 -0.05
C 0.696 2.585 0.951 -0.06 -0.24 0.00 -0.20
H 0.954 4.515 1.698 0.00 0.01 0.01 0.17
H 2.562 3.509 3.419 -0.06 -0.01 -0.08 0.13
H 2.559 0.835 2.854 -0.02 -0.06 -0.02 0.10
H -0.016 2.766 0.160 0.00 -0.01 0.05 0.14
N 6.822 -2.398 -0.282 -0.10 0.03 0.01 0.15
C 5.567 -1.943 -0.056 0.13 -0.04 -0.05 -0.30
C 4.676 -1.682 -1.109 0.05 -0.01 -0.05 0.01
C 3.421 -1.209 -0.824 -0.04 0.00 0.17 -0.13
N 2.958 -0.954 0.415 0.04 -0.01 -0.15 0.00
C 3.821 -1.222 1.412 -0.17 0.14 0.02 -0.13
C 5.095 -1.697 1.239 0.10 -0.04 0.02 0.01
H 7.110 -2.660 -1.207 0.00 -0.01 0.00 0.11
H 7.402 -2.693 0.482 0.00 0.01 0.00 0.11
H 4.965 -1.862 -2.138 -0.03 0.01 0.06 0.12
H 2.735 -1.034 -1.641 -0.04 0.00 -0.01 0.07
H 3.458 -1.065 2.420 -0.06 0.01 0.02 0.10
H 5.719 -1.892 2.102 -0.04 0.02 -0.03 0.12
```
Forces are in eV/Å.



[2]
C30H42AsKN5SSeSi | ωB97M-V/def2-TZVPD

- frontier orbital gap (eV) = 6.611
- E (Eh) = -7367.124633
- HOMO (eV) = -4.3
- charge = -1
- energy relative to the best compared isomer or geometry (same formula, charge and spin) (kcal per mole) = 6.3

The geometry in XYZ format:
```
82
Properties=species:S:1:pos:R:3:forces:R:3:lowdin_charge:R:1
K -1.245 -1.014 1.530 -0.22 -0.19 0.45 0.57
C 0.535 -6.027 4.476 0.03 -0.02 0.01 -0.02
C -0.005 -5.093 5.487 0.04 0.03 0.04 -0.35
N -0.591 -5.410 6.601 -0.04 -0.02 0.01 0.10
N -0.920 -4.203 7.158 -0.02 0.01 -0.04 0.01
C -0.570 -3.145 6.406 0.04 0.07 0.04 -0.84
S -0.758 -1.506 6.690 -0.01 -0.03 0.00 0.51
N 0.034 -3.732 5.338 -0.02 -0.06 0.03 -0.11
N 0.645 -3.056 4.280 -0.06 -0.23 0.07 0.10
H 0.461 -7.043 4.853 0.00 -0.01 0.01 0.08
H 1.576 -5.783 4.259 0.01 0.00 -0.01 0.08
H -0.034 -5.929 3.550 -0.02 0.02 -0.01 0.03
H -1.400 -4.152 8.037 0.01 -0.01 -0.02 0.14
H 0.005 -3.185 3.482 0.09 0.12 -0.08 -0.05
H 0.634 -2.080 4.575 0.03 0.08 -0.07 0.03
C -1.920 -5.557 -0.899 0.04 0.03 0.00 -0.24
Si -0.826 -4.513 0.226 0.10 0.00 0.01 0.00
C -0.345 -2.966 -0.752 -0.05 -0.04 -0.05 -0.24
C 0.767 -5.484 0.524 -0.05 0.06 0.00 -0.23
Se -1.864 -4.014 2.132 -0.11 -0.13 0.03 0.16
H -1.406 -5.808 -1.832 0.00 0.00 0.00 0.02
H -2.836 -5.015 -1.145 -0.01 0.01 0.00 0.02
H -2.209 -6.485 -0.402 0.01 0.00 0.01 0.02
H 0.207 -3.222 -1.661 0.02 -0.03 0.01 0.04
H 0.305 -2.293 -0.184 0.06 -0.08 -0.06 -0.01
H -1.231 -2.408 -1.079 0.02 -0.02 0.03 0.01
H 1.258 -5.751 -0.416 -0.01 0.00 -0.01 0.02
H 0.554 -6.405 1.074 0.01 0.00 -0.01 0.01
H 1.469 -4.891 1.115 -0.02 0.00 0.01 0.02
C -1.623 0.216 -6.130 0.00 0.00 -0.01 -0.06
C -1.407 0.709 -4.725 -0.02 -0.01 0.01 -0.28
C -0.408 1.617 -4.423 0.00 0.01 0.00 -0.02
C -0.177 2.071 -3.123 -0.01 -0.02 0.01 -0.28
C 0.974 3.026 -2.938 0.03 -0.02 0.01 -0.05
C -0.983 1.608 -2.070 -0.01 0.04 -0.02 -0.28
As -0.959 2.195 -0.144 0.02 -0.01 -0.03 1.28
N 0.061 1.072 0.826 0.07 0.18 -0.07 -0.39
C 1.137 0.310 0.491 0.02 0.05 -0.05 -0.52
C 1.753 -0.434 1.536 0.00 0.01 -0.01 -0.11
C 2.804 -1.307 1.309 -0.03 0.00 -0.03 -0.11
C 3.318 -1.485 0.030 -0.01 -0.01 0.02 -0.13
C 2.746 -0.758 -1.009 -0.02 0.00 0.01 -0.11
C 1.691 0.112 -0.796 0.04 0.03 -0.05 -0.07
C -0.075 3.971 -0.270 -0.08 0.01 0.01 -0.31
C -0.880 4.985 -0.811 0.01 0.01 0.03 -0.31
C -2.244 4.703 -1.395 -0.01 0.01 -0.02 -0.09
C -0.432 6.304 -0.818 0.03 -0.03 -0.03 -0.03
C 0.796 6.657 -0.282 -0.01 0.00 -0.01 -0.28
C 1.272 8.085 -0.282 -0.01 0.01 0.00 -0.06
C 1.575 5.647 0.266 0.01 0.00 0.01 -0.03
C 1.167 4.317 0.286 0.03 -0.03 -0.01 -0.27
C 2.105 3.301 0.881 0.03 0.02 0.02 -0.06
C -2.001 0.681 -2.373 0.02 -0.01 -0.01 -0.28
C -2.920 0.109 -1.319 -0.01 0.03 -0.01 -0.10
C -2.193 0.246 -3.679 0.01 0.00 -0.01 -0.02
H -1.013 0.774 -6.840 0.00 0.00 0.00 0.07
H -2.669 0.317 -6.428 0.00 0.00 0.00 0.08
H -1.360 -0.840 -6.219 0.00 0.00 0.01 0.08
H 0.232 1.982 -5.220 0.00 0.00 0.00 0.11
H 1.647 2.963 -3.794 -0.01 0.00 0.01 0.08
H 1.545 2.801 -2.039 0.01 0.00 0.01 0.06
H 0.636 4.059 -2.846 -0.01 0.02 0.00 0.08
H 1.392 -0.281 2.550 -0.01 0.04 -0.01 0.09
H 3.221 -1.852 2.148 0.01 -0.01 -0.01 0.10
H 4.135 -2.170 -0.153 0.00 0.00 0.00 0.08
H 3.121 -0.882 -2.020 0.01 0.00 0.00 0.10
H 1.256 0.623 -1.642 0.01 -0.01 0.03 0.07
H -2.233 3.864 -2.091 0.01 0.01 -0.01 0.06
H -2.610 5.579 -1.932 -0.02 0.01 0.02 0.07
H -2.963 4.460 -0.608 0.01 -0.03 0.00 0.07
H -1.063 7.072 -1.257 0.00 0.01 0.00 0.11
H 0.569 8.733 -0.805 0.00 0.00 0.00 0.07
H 2.245 8.178 -0.769 0.00 -0.01 0.00 0.07
H 1.383 8.463 0.737 0.00 0.00 0.00 0.08
H 2.543 5.898 0.691 0.00 0.00 0.00 0.11
H 3.002 3.794 1.257 0.00 0.01 0.00 0.07
H 2.412 2.555 0.144 0.00 0.02 -0.01 0.07
H 1.633 2.745 1.689 0.01 0.01 0.00 0.07
H -3.508 0.886 -0.829 0.01 0.00 0.01 0.07
H -2.361 -0.409 -0.540 -0.05 0.06 -0.18 -0.01
H -3.598 -0.620 -1.763 -0.01 0.01 0.00 0.08
H -2.976 -0.478 -3.881 0.00 0.00 0.00 0.11
```
Forces are in eV/Å.



Q: The highest charge belongs to which entry?
A: C30H41N6O3PV



Q: Look up the E of the first one.
A: -3007.216811 Eh



Q: Which formula does entry 1 have?
A: C30H41N6O3PV